Record 1
66
Properties=species:S:1:pos:R:3 method="wB97M-V/def2-TZVPD" e_homo_ev=-7.42 relative_energy_kcal_mol=6.88
Li 20.24500 41.15500 12.82900
B 20.19800 42.72900 15.17000
F 20.07600 42.11000 16.30400
F 19.35700 42.47000 14.12000
F 20.19400 44.11100 15.41800
F 21.47200 42.44000 14.65600
C 16.26300 45.81300 14.23900
O 17.49000 46.34000 13.97100
H 15.64300 46.25800 14.94200
H 16.17300 44.85500 14.40700
H 15.60000 46.05500 13.46100
H 18.05300 45.71900 14.28800
C 20.30700 45.11700 18.61600
O 19.41800 44.00000 18.42900
H 21.15800 44.69900 19.13300
H 19.85600 45.89700 19.08900
H 20.65300 45.41700 17.53600
H 19.62700 43.60200 17.74800
C 21.95100 39.18100 13.88500
O 22.20800 40.26700 12.94800
H 22.74900 38.99100 14.56300
H 21.74700 38.34900 13.25300
H 21.26600 39.56900 14.57500
H 23.05500 40.83700 13.16800
C 27.73200 42.65500 12.62000
C 26.52100 42.00900 13.17200
C 25.48800 42.73000 13.64300
C 25.62000 44.05100 13.73800
C 26.71600 44.77600 13.23300
C 27.84700 44.04900 12.64400
O 28.91600 44.67500 12.24400
O 24.37900 42.10200 14.15000
H 28.46000 42.00900 12.38900
H 26.25700 40.92700 13.11400
H 24.84000 44.72100 14.15100
H 26.70400 45.92100 13.34900
H 28.65100 45.54200 12.14900
H 23.99400 42.52100 14.96500
C 23.28700 41.16000 19.92400
C 24.69600 41.31500 19.99300
C 25.34700 41.70800 18.83100
C 24.64700 42.03200 17.64500
C 23.30000 41.75100 17.56500
C 22.60000 41.28700 18.68500
O 21.13500 41.09500 18.63500
O 26.61300 42.13800 19.05000
H 22.85700 40.77600 20.71200
H 25.05800 41.12400 20.99600
H 25.20100 42.32100 16.76400
H 22.71600 41.79200 16.65600
H 20.68200 41.42000 17.84300
H 26.90600 42.34100 19.77700
C 23.94700 47.78800 14.61400
C 22.78000 47.00400 14.88300
C 21.66200 47.60100 14.49900
C 21.60000 48.98600 13.94700
C 22.72600 49.65900 13.74100
C 23.94500 49.17000 14.11800
O 25.02700 49.76600 13.90800
O 20.44800 47.00800 14.74700
H 25.02000 47.25200 14.82400
H 22.82600 46.03100 15.37500
H 20.52700 49.37900 13.71000
H 22.88600 50.57000 13.03100
H 24.95500 50.69600 13.86100
H 20.48400 46.15100 15.04000



Record 2
14
Properties=species:S:1:pos:R:3 method="wB97M-V/def2-TZVPD" e_homo_ev=-8.79 relative_energy_kcal_mol=24.58
C -0.21442 -0.66352 1.53241
C -0.03952 0.44181 0.46489
C 1.14221 0.34582 -0.51903
N 0.21155 0.60512 -1.62575
C -0.93910 0.22851 -0.79321
H -0.33736 -1.61845 0.94223
H 0.66053 -0.75066 2.23338
H -1.13840 -0.52420 2.21946
H -0.11212 1.48038 0.89917
H 1.98473 1.03761 -0.43801
H 1.50999 -0.69185 -0.51469
H 0.31540 0.02160 -2.44693
H -1.22439 -0.79076 -1.02608
H -1.81910 0.87859 -0.92784



Record 3
41
Properties=species:S:1:pos:R:3 method="wB97M-V/def2-TZVPD" e_homo_ev=-10.39 charge=+1
C 1.23583 3.72999 1.81990
C 0.83115 2.11733 1.63740
C 2.09168 1.22537 1.08741
C 1.79696 -0.38052 0.93816
C 0.57827 -0.87977 1.91438
C 0.37347 -2.50383 1.99931
C -1.06646 -2.73956 2.81675
P -2.59896 -2.71015 1.65157
P -3.29795 -0.62053 1.35238
S -2.75545 0.53345 2.87028
H 1.17335 4.32795 0.81549
H 2.29177 3.72719 2.32517
H 0.44383 4.17751 2.58218
H -0.02142 2.09649 0.83181
H 0.43371 1.79028 2.70876
H 3.02774 1.35164 1.80522
H 2.41033 1.65185 0.02403
H 2.74440 -1.06289 1.18563
H 1.43459 -0.58462 -0.17891
H 0.65873 -0.45603 3.02617
H -0.41773 -0.43176 1.47247
H 1.27600 -3.02703 2.53252
H 0.30426 -2.94049 0.91070
H -1.02078 -3.84942 3.24984
H -1.20072 -1.92921 3.67177
H -2.08237 -3.18064 0.36545
H -2.51573 -0.14305 0.20354
H -4.70918 -0.53365 1.07798
C 0.06333 1.70985 -3.11415
C -0.49925 0.37224 -2.74519
O -0.91098 0.06114 -1.64531
N -0.71566 -0.65982 -3.68332
C 0.44623 -1.07260 -4.48383
H 0.67990 2.07920 -2.29019
H 0.69143 1.64279 -4.00459
H -0.75675 2.40589 -3.30512
H -1.46811 -0.34195 -4.29986
H -1.08901 -1.41752 -3.09655
H 0.67532 -0.28784 -5.20868
H 0.17406 -1.99225 -5.00698
H 1.29015 -1.25501 -3.81362



Record 4
107
Properties=species:S:1:pos:R:3 method="wB97M-V/def2-TZVPD" e_homo_ev=-5.52 relative_energy_kcal_mol=16.70 charge=-1
Ba -0.48926 -1.81513 1.19778
C -2.77227 1.54484 2.55497
N -2.25264 0.32090 3.15134
C -3.37217 -0.54910 3.51837
C -1.43747 0.61165 4.32881
C -0.00947 0.98379 3.98774
N 0.78382 -0.15739 3.53490
C 1.10232 -1.06889 4.63894
C 2.03032 0.29620 2.93298
H -3.46957 2.06258 3.23357
H -3.29815 1.31789 1.62654
H -1.96033 2.23668 2.32026
H -4.00671 -0.07839 4.28827
H -3.01294 -1.51217 3.87647
H -3.99485 -0.74070 2.64191
H -1.44417 -0.27407 4.96421
H -1.89064 1.42102 4.92166
H 0.46341 1.45778 4.86519
H -0.01425 1.73031 3.18681
H 1.64700 -0.53726 5.43867
H 1.70596 -1.89514 4.26908
H 0.19648 -1.50769 5.06199
H 2.68152 0.80096 3.66776
H 1.82901 0.99806 2.12002
H 2.56800 -0.56873 2.53184
O -3.76802 -4.49024 2.55174
C -2.95626 -3.89666 1.86331
O -2.02657 -3.07762 2.24059
C -3.04325 -4.07922 0.34353
C -3.97839 -4.95485 -0.19049
C -4.09295 -5.04891 -1.56414
C -3.28320 -4.25709 -2.36640
C -2.37715 -3.41528 -1.75276
N -2.23973 -3.32831 -0.42334
H -4.59292 -5.52270 0.49307
H -4.81477 -5.72212 -2.01083
H -3.35540 -4.28140 -3.44540
H -1.74178 -2.76654 -2.34821
Cl 4.69626 -7.12017 -0.29572
C 3.63877 -5.95321 0.47319
C 3.57602 -5.89055 1.82818
C 2.75137 -4.95023 2.48148
I 2.74132 -4.92173 4.55490
C 1.95280 -4.03263 1.79557
O 1.22265 -3.12287 2.33875
C 2.01862 -4.14590 0.33645
N 1.22813 -3.27729 -0.37164
C 1.27078 -3.29007 -1.68187
C 2.08897 -4.17136 -2.41180
C 2.86533 -5.05980 -1.72964
C 2.85662 -5.07345 -0.31646
H 4.17870 -6.57208 2.41417
H 0.64248 -2.56657 -2.19935
H 2.08521 -4.14447 -3.49436
H 3.49827 -5.76045 -2.25858
C 5.64636 1.54366 1.41921
O 5.14774 1.54217 0.08323
C 5.67610 2.43708 -0.77532
C 6.67519 3.34718 -0.44336
C 7.21021 4.18811 -1.41641
C 6.75790 4.13128 -2.72266
C 5.73677 3.24380 -3.04221
C 5.18601 2.41696 -2.08213
N 4.16642 1.49445 -2.46196
C 3.01720 1.21583 -1.83534
C 2.32965 1.96045 -0.91773
C 2.60845 3.33161 -0.56082
C 1.73067 4.03257 0.18128
C 0.49783 3.40648 0.61698
C 0.20271 2.12191 0.33970
C 1.14818 1.28696 -0.39380
O 0.96177 0.06718 -0.55360
H 5.14191 0.73892 1.93751
H 5.42360 2.49031 1.91343
H 6.72209 1.36541 1.42988
H 7.04844 3.39048 0.56830
H 7.98960 4.88736 -1.13937
H 7.17589 4.77601 -3.48514
H 5.34081 3.20291 -4.05214
H 4.35703 0.95283 -3.28837
H 2.55467 0.27863 -2.13590
H 3.50660 3.81579 -0.92699
H 1.92174 5.06879 0.42462
H -0.21970 4.00093 1.17460
H -0.72441 1.66330 0.66406
O -4.81428 4.10787 -6.73062
S -4.77579 5.02653 -5.60700
O -3.44956 5.31183 -5.10004
O -5.65016 6.17045 -5.71410
C -5.52407 4.02614 -4.28753
N -6.83678 4.15396 -4.05273
C -7.33501 3.36794 -3.10323
C -6.57747 2.46268 -2.38544
C -5.23741 2.39537 -2.71620
N -4.71282 3.16822 -3.65232
C -4.26955 1.45841 -2.04527
C -2.92023 1.54185 -2.35613
C -2.03200 0.68714 -1.73168
N -2.39261 -0.23349 -0.82749
C -3.69915 -0.32157 -0.55287
C -4.66033 0.49353 -1.12636
H -8.39884 3.46720 -2.90381
H -7.02328 1.86066 -1.60585
H -2.58909 2.27480 -3.08133
H -0.97406 0.72984 -1.96128
H -3.99077 -1.09021 0.16072
H -5.69900 0.35728 -0.85298



Record 5
7
Properties=species:S:1:pos:R:3 method="wB97M-V/def2-TZVPD" e_homo_ev="-14.83 / -14.80" multiplicity=6 relative_energy_kcal_mol=101.17 charge=+1
C -0.87629 0.34747 -0.15520
C -0.54074 1.51183 0.02190
O 2.55012 -0.30744 0.10428
Fe 1.30469 -1.66963 -0.11374
H -0.59373 2.56954 0.21759
O -0.54883 -0.94435 -0.17069
H -1.29522 -1.50742 0.09586



Record 6
9
Properties=species:S:1:pos:R:3 method="wB97M-V/def2-TZVPD" e_homo_ev=-9.34 relative_energy_kcal_mol=70.49
C -0.49885 0.76272 0.47716
C 0.15149 -0.42500 -1.06643
N 0.20624 0.24291 1.38420
O 0.90818 -1.41808 -0.52782
Cl -1.44111 2.07627 0.12765
H 0.50010 0.32535 -1.82859
H -0.80960 -0.89944 -1.37419
H -0.05505 0.46250 2.42322
H 1.03860 -1.12724 0.38480